Molecular formula: C9H23FN2O5S2Si
Method: DFT, ωB97M-V with the def2-TZVPD basis set

```
43
C9H23FN2O5S2Si (ωB97M-V with the def2-TZVPD basis set)
C 2.569 2.228 1.738
C 3.573 1.739 0.704
C 3.644 0.239 0.513
F 4.785 -0.032 -0.221
S 2.288 -0.516 -0.446
O 2.492 -0.147 -1.832
O 2.424 -1.934 -0.202
N 0.892 0.074 0.050
S 0.244 -0.580 1.382
O 1.134 -0.689 2.526
O -0.461 -1.825 1.042
Si -1.448 0.707 1.882
C -1.084 2.498 2.293
C -2.229 0.008 3.437
C -2.525 0.629 0.399
H 2.645 1.671 2.670
H 1.549 2.182 1.379
H 2.786 3.276 1.953
H 4.573 2.034 1.030
H 3.418 2.230 -0.258
H 3.700 -0.287 1.465
H -2.048 3.018 2.272
H -0.698 2.629 3.301
H -0.450 3.001 1.566
H -3.313 0.091 3.429
H -1.918 -1.035 3.522
H -1.778 0.515 4.288
H -1.934 1.032 -0.422
H -3.444 1.209 0.477
H -2.753 -0.414 0.204
C -2.850 -2.165 -3.874
C -2.185 -1.442 -2.758
O -2.572 -0.548 -2.098
N -0.799 -1.932 -2.266
C 0.331 -1.689 -3.223
H -3.686 -1.564 -4.217
H -2.166 -2.329 -4.706
H -3.215 -3.130 -3.516
H -0.856 -2.929 -2.049
H -0.649 -1.396 -1.391
H 0.198 -2.323 -4.095
H 1.259 -1.940 -2.715
H 0.330 -0.638 -3.495
```

Output
Orbital gap   8.346 eV
Spin multiplicity   1
Molar mass   350.5 g mol⁻¹
Energy above the lowest of the compared OMol25 structures with the same formula, charge and spin   0.00 kJ/mol

Atomic partial charges in e from the Löwdin method, atoms 1 to 6:
1 C -0.102
2 C -0.210
3 C -0.379
4 F -0.024
5 S 0.515
6 O -0.340